# 1
ORCA calculation (ωB97M-V with the def2-TZVPD basis set) on a structure of composition C25H37FN4O3RhS2.

```
73
Properties=species:S:1:pos:R:3:forces:R:3:mulliken_charge:R:1
Rh 0.263364 0.206457 -0.169727 0.7136 -1.8776 0.9241 0.6441
S -0.758386 2.280209 -0.371654 -0.9806 1.3815 -0.4533 -0.0054
S -0.898498 -2.077518 -0.073437 -0.5627 -0.5603 -0.3174 0.3645
C -2.594827 2.166028 -0.325300 0.2151 0.0517 0.2261 -0.7643
C -0.437256 2.401893 -2.162328 0.1099 0.4519 0.2771 -0.7214
C -0.710271 1.125527 -2.918174 -0.0209 -0.2103 -0.0162 -0.5863
N 0.033906 -0.023710 -2.303889 -0.8522 -0.6632 -1.5508 -0.0743
C -0.656294 -1.314818 -2.695899 0.2168 0.2269 -0.3467 -0.7199
C -0.326966 -2.449679 -1.757869 0.2010 -0.1569 0.1001 -0.6947
H 0.617648 2.694396 -2.232437 -0.2133 0.0956 -0.0513 0.4318
H -1.067747 3.222804 -2.502325 0.1817 0.0137 -0.2955 0.5130
H -0.418630 1.233609 -3.973179 -0.1819 0.0244 0.2592 0.3522
H -1.779718 0.880907 -2.874145 0.2906 0.1142 -0.1000 0.3433
H -0.357293 -1.581664 -3.720648 -0.2224 0.0419 0.2337 0.3468
H -1.738029 -1.138173 -2.676411 0.2868 0.0560 -0.1579 0.3555
H 0.749788 -2.642226 -1.716373 -0.1663 -0.0157 0.1734 0.3363
H -0.838564 -3.367834 -2.058844 0.1123 0.0873 -0.0718 0.5822
C -2.706923 -2.242761 -0.290640 0.4101 0.2942 0.3307 -1.0565
H 0.966752 -0.052012 -2.735935 -0.1365 0.0333 0.3590 0.2888
H -3.099684 -1.428418 -0.896905 -0.1158 -0.1497 0.0144 0.2681
H -3.101924 -2.185991 0.725480 -0.1110 0.0362 -0.1797 0.4209
H -2.946651 -3.222142 -0.714948 0.1685 0.1729 0.0011 0.4285
H -2.876016 2.162855 0.732465 0.0844 -0.0175 -0.2253 0.3020
H -3.003017 1.277624 -0.815117 0.2367 0.1410 0.0443 0.1891
H -2.988086 3.076106 -0.790513 0.1217 -0.1892 0.0725 0.3987
C 4.721894 0.160694 -1.664817 -0.1913 0.2332 0.0629 -0.6105
C 4.695817 0.207388 -0.333120 -0.1196 0.0494 -0.0341 -0.3592
H 4.787405 1.070427 -2.269315 0.2947 -0.3088 0.2191 0.2872
H 4.690795 -0.783375 -2.209869 -0.1641 0.1847 0.1686 0.2887
H 4.859887 1.143803 0.214597 -0.2337 -0.3212 -0.2735 0.2730
H 4.526867 -0.692856 0.262646 0.3367 0.2160 -0.1838 0.1419
F -2.055915 2.623111 5.914293 0.7155 -1.0848 -0.1824 -0.3353
C -1.315644 1.480457 5.719503 -0.5973 0.5632 -1.0388 0.3598
C -1.137451 1.043528 4.413269 0.2962 -0.2365 1.0957 -0.8296
C -0.311202 -0.073919 4.149324 0.3667 -0.3563 -0.1486 0.4009
C 0.178590 -0.373978 2.802600 0.3318 -0.8294 0.4610 1.2435
O -0.277256 0.335968 1.836334 -0.1668 0.3544 0.1905 -0.7380
C 1.186489 -1.391928 2.643027 -0.8484 0.7243 0.6328 -0.6320
C 1.499717 -2.156474 3.759070 -0.5980 0.2008 1.6610 -0.4890
N 0.946344 -1.976975 5.004276 -0.0942 1.2208 -2.5966 0.2076
C 1.302988 -2.854511 6.064872 -0.0184 -0.1037 1.2977 -0.2344
C 1.826148 -4.216042 5.764470 0.0537 -0.6218 -0.1833 -0.7909
C 2.754636 -3.142422 6.228921 0.8236 -0.0865 0.4856 -0.5470
C 0.169106 -0.827820 5.244125 0.4373 0.1059 0.4029 0.4778
C -0.029373 -0.364693 6.562750 -0.5610 0.5126 0.0047 -0.3061
C -0.744083 0.831081 6.835049 0.4238 -0.8099 0.3132 -0.4743
N -0.856968 1.294607 8.158993 0.3619 -0.2661 -0.4802 0.1246
C 0.296577 1.209960 9.055484 -0.2621 -0.1400 -0.2505 -0.7514
C -0.140894 0.637243 10.399131 0.3056 -0.6371 -0.6357 -0.6394
N -1.241285 1.490969 10.898470 0.4766 0.8939 1.0119 -0.0954
C -2.388884 1.710376 10.000664 -0.6170 -0.4144 -0.9159 -0.8104
C -1.867550 2.218593 8.654872 0.0176 -0.0522 -0.1201 -0.7056
C 2.023994 -1.670462 1.416824 2.2037 -1.6155 0.8854 0.2076
O 3.041855 -2.360129 1.585922 -2.0593 1.2679 -0.5220 -0.6517
O 1.685572 -1.187652 0.252070 0.1462 0.7846 0.1156 -0.3805
H -1.600748 1.555755 3.589051 0.0388 0.3236 -0.0276 0.6309
H 2.265191 -2.933219 3.718710 -0.3895 0.2777 -0.3887 0.9412
H 0.710832 -2.709730 6.971755 0.1238 -0.2279 -0.6392 0.7839
H 1.633325 -4.988703 6.510650 -0.1914 0.1557 -0.4760 0.3049
H 1.835421 -4.541003 4.715110 0.0453 0.0077 0.6561 0.2305
H 3.448942 -2.679971 5.528011 -0.1702 -0.0911 0.1803 0.2569
H 3.116532 -3.236634 7.252951 0.0673 0.0668 -0.3738 0.3127
H 0.385813 -0.930732 7.397804 -0.2257 0.3376 -0.3538 0.1122
H 0.718613 2.224877 9.209395 -0.0110 -0.3612 -0.0888 0.2359
H 1.055022 0.572450 8.600853 0.0628 0.2357 0.2573 0.4651
H -0.550753 -0.373598 10.315054 0.1560 0.1041 -0.1433 0.3818
H 0.679511 0.626803 11.124259 -0.2658 0.1426 -0.0263 0.3988
H -1.578955 1.115799 11.781122 0.0172 0.1725 0.3503 0.3582
H -0.827895 2.415507 11.060633 -0.0935 -0.0355 0.4863 0.4056
H -3.075164 2.421052 10.469869 0.2027 -0.0667 -0.0229 0.4192
H -2.890989 0.742226 9.914629 -0.0155 0.1766 -0.1954 0.3517
H -1.418136 3.219242 8.797180 -0.2570 -0.1354 -0.1328 0.3716
H -2.691817 2.290544 7.947676 0.0593 0.1072 0.2455 0.4642
```
Forces are in eV/Å.

E_LUMO (spin up / spin down): -7.79 / -10.90 eV
2S+1: 5
E_HOMO (spin up / spin down): -15.46 / -15.44 eV
frontier orbital gap (spin up / spin down): 7.7 / 4.5 eV
total charge: +3
expectation value of S²: 6.0215

---

# 2
ORCA calculation (ωB97M-V with the def2-TZVPD basis set) on an isolated molecule of C25H37N3O4.

```
69
Properties=species:S:1:pos:R:3:forces:R:3:mulliken_charge:R:1
C -5.058971 1.025369 1.184002 0.0890 -0.0153 -0.1171 -1.4865
C -4.005617 0.980270 0.083617 0.0086 -0.1590 0.2961 -0.6170
C -2.584872 1.381110 0.528706 -0.4573 -0.3276 -0.0486 2.0854
C -2.610859 2.666999 1.352933 0.0824 -0.0432 -0.1143 -2.3801
C -1.957478 0.284874 1.436246 0.0779 0.5386 -0.1371 -0.3456
O -2.612263 -0.594299 1.948791 -0.2897 -0.3707 0.1299 -0.6817
N -0.650248 0.517681 1.665113 0.4240 0.1393 0.0751 0.3585
C 0.265766 -0.403670 2.321585 -0.3617 -0.3306 0.0128 -0.4966
C 0.515164 -1.625858 1.433625 0.3054 0.1471 0.0815 0.2754
C 1.494832 -2.587520 2.095108 -0.2510 -0.1295 -0.0332 -0.6800
C 0.980164 -3.013350 3.466241 0.3262 0.1249 0.0516 -0.7049
C 0.755164 -1.789959 4.349499 -0.2260 -0.1100 -0.0406 -0.8791
C -0.242417 -0.838864 3.696427 0.2867 0.0691 0.0806 -0.8790
N -1.757323 1.491029 -0.698810 -0.1630 0.0253 0.2738 0.5286
C -1.254832 2.761344 -1.177909 0.6130 0.0943 -0.0204 -2.5271
C 0.234345 2.973240 -0.856862 -0.1546 0.0894 -0.5387 1.6466
C 0.816340 4.254455 -1.493731 -0.0866 -0.1688 0.1394 -0.9928
C 1.629935 4.897131 -0.359815 -0.0524 -0.1244 0.1821 -0.5792
C 1.625176 3.809704 0.720387 0.4354 0.2234 0.0389 -0.7134
O 0.404862 3.125642 0.547448 -0.3550 -0.0517 0.0230 -0.3643
C -1.475810 0.330111 -1.326274 0.2162 0.0768 -0.4936 1.0786
O -1.786156 -0.759768 -0.879258 -0.0822 -0.1961 -0.0254 -0.6376
C -0.746197 0.357207 -2.681936 0.1390 -0.1087 0.2035 -1.0699
N 0.090159 -0.818631 -2.753807 -0.2796 -0.0288 -0.1616 -0.1392
C 1.353970 -0.768082 -2.260384 -0.1100 -0.0562 -0.2703 0.3662
O 1.924526 0.288207 -2.038669 0.1588 0.1066 0.0911 -0.7059
C 2.017575 -2.089318 -2.082057 0.2186 -0.2234 0.1763 0.9095
C 1.323208 -3.211998 -1.639617 0.0553 0.1303 -0.0862 -0.3798
C 1.993509 -4.407309 -1.450820 -0.0106 -0.1276 -0.0010 -0.6284
C 3.352456 -4.494601 -1.704925 -0.0111 -0.0493 0.0316 -0.4416
C 4.049780 -3.376780 -2.133059 0.0453 -0.0048 -0.0147 -0.5913
C 3.387265 -2.177136 -2.311780 -0.1289 0.1314 -0.0129 -0.4992
H -4.745520 0.404291 2.016915 -0.0556 -0.0209 0.0967 0.3154
H -5.234774 2.039171 1.534892 -0.0774 0.1049 0.0689 0.3148
H -5.997244 0.634178 0.797010 -0.1245 0.0007 0.0146 0.4397
H -3.953798 -0.038907 -0.299456 0.0112 0.0839 -0.0770 0.3752
H -4.300678 1.643347 -0.736097 0.0823 0.0241 -0.0024 0.3979
H -1.611402 3.067985 1.490953 -0.0177 0.0766 0.0449 0.3542
H -3.250037 3.419493 0.892970 -0.0499 0.0956 -0.0184 0.4649
H -3.017882 2.432131 2.333190 -0.0764 -0.0031 0.0446 0.5529
H -0.220119 1.291837 1.179422 -0.0436 0.0037 0.0476 0.0333
H 1.208710 0.142829 2.449858 -0.0543 -0.0338 -0.0059 0.4570
H 0.910459 -1.292194 0.471220 -0.0716 0.0192 -0.0243 -0.4698
H -0.441556 -2.118093 1.254129 -0.0831 -0.0178 -0.0617 0.4600
H 2.464506 -2.094848 2.206926 0.1030 -0.0174 -0.0072 0.3742
H 1.640280 -3.461494 1.456330 0.0910 0.0130 -0.0212 0.1857
H 1.694923 -3.690559 3.939460 -0.0544 -0.0732 0.0098 0.3674
H 0.035770 -3.547404 3.346089 -0.0627 -0.0938 0.0161 0.3377
H 1.707192 -1.274879 4.504534 0.0851 0.0024 0.0753 0.3780
H 0.379460 -2.099562 5.326783 0.0635 0.0453 0.0534 0.4121
H -0.393478 0.043480 4.322371 -0.0754 0.0326 -0.0027 0.3562
H -1.203696 -1.335684 3.571805 0.0050 0.0515 0.0373 0.3595
H -1.824572 3.563081 -0.711896 0.0091 0.0136 -0.1278 0.5840
H -1.399760 2.834015 -2.259201 0.0093 0.0980 0.0974 0.3339
H 0.828240 2.104363 -1.175478 -0.1658 0.0873 -0.0003 -0.0064
H 1.441088 4.002059 -2.347718 -0.0334 0.0015 -0.0753 0.3647
H 0.018719 4.916045 -1.830405 -0.0160 0.0341 -0.0648 0.3333
H 1.133379 5.793530 0.010289 0.0411 0.0153 0.0016 0.2848
H 2.640565 5.157279 -0.663575 0.0391 0.0657 0.0028 0.3312
H 2.464492 3.116397 0.569823 -0.0328 0.0449 0.0561 0.2974
H 1.649127 4.196557 1.738990 0.0578 -0.0386 -0.0400 0.3953
H -1.496724 0.316480 -3.477322 0.0528 0.0911 0.0859 0.1117
H -0.099047 1.217640 -2.827775 -0.1381 -0.0278 -0.0527 0.5329
H -0.402723 -1.698263 -2.708015 0.1331 0.0745 -0.0054 0.3510
H 0.271323 -3.150897 -1.399642 -0.1257 0.0309 0.0340 0.1189
H 1.452957 -5.273973 -1.099702 -0.0423 -0.0601 0.0396 0.4064
H 3.869387 -5.431654 -1.559219 0.0360 -0.0726 0.0144 0.4065
H 5.111155 -3.440267 -2.322101 0.0775 -0.0005 -0.0223 0.3983
H 3.915827 -1.292243 -2.633285 0.0415 0.0782 -0.0034 0.4612
```
Forces are in eV/Å.

SMILES: CC[C@@](C)(C(=O)NC1CCCCC1)N(C[C@H]1CCCO1)C(=O)CNC(=O)c1ccccc1
E_LUMO: 0.63 eV
E_HOMO: -8.78 eV
frontier orbital gap: 9.4 eV
ΔE to the lowest compared entry with this formula, charge and spin: 1.029 eV
total charge: 0

---

# 3
ORCA calculation (ωB97M-V with the def2-TZVPD basis set) on a cluster of 3 separate species, C25H37N5O5 in total.

```
72
Properties=species:S:1:pos:R:3:forces:R:3:mulliken_charge:R:1
H 2.103038 4.609354 -1.350132 -0.0824 0.1737 0.1461 0.2813
N 1.591730 5.466808 -1.115722 -0.4334 0.3379 0.4633 -0.7167
C 1.180330 5.450646 0.086725 0.4111 -0.8860 0.4417 0.0742
C 1.502294 4.234795 1.030991 -0.1435 0.2033 -0.2046 -0.6948
C 0.245602 3.516425 1.580089 -0.3214 -0.7464 -0.2104 0.1944
C 0.162733 2.165384 1.513607 -0.7736 0.0261 -0.0624 0.3317
O 1.146060 1.332926 0.993411 -0.4263 1.0525 1.6489 -0.3318
C 1.922191 0.815389 2.117564 -0.5069 -1.8085 0.7732 -0.9019
C 2.041115 -0.743175 1.879833 1.1899 1.1189 -1.5386 0.7853
C 2.999639 -0.914319 0.609369 -1.2546 3.6587 -0.9571 -0.8882
O 2.531172 -1.414372 3.040595 -0.3446 0.7402 -0.0396 -0.5347
C -1.100651 1.439276 2.084154 -0.6480 0.5688 -0.0610 0.9385
O -1.063184 0.330457 2.560496 0.4324 0.4707 -0.4185 -0.5080
C -2.450869 2.209623 2.075485 0.6670 0.8629 -0.4361 0.1382
C -3.777322 1.426596 1.967337 -0.3134 -0.3070 0.8208 -1.1799
C -4.289889 1.234776 0.489995 1.1073 0.6082 0.0312 -1.0275
C -3.205904 0.669263 -0.499607 -0.6243 -0.3878 -0.6097 0.0818
C -3.217698 -0.901715 -0.673110 1.2133 0.3864 0.0251 -0.8307
C -2.116745 -1.668130 0.156729 -1.0135 -1.0203 -0.3019 -0.2949
N -2.663168 -1.899849 1.515514 0.6904 0.7219 -0.0475 -0.4274
C -2.350143 3.568984 2.170664 -0.0061 -1.5855 -0.7109 0.5004
N -3.611972 4.340485 2.210494 1.1434 0.2148 1.7991 -0.6423
C -3.930786 4.336391 3.416145 0.1111 -0.4783 -0.4386 0.6290
O -4.228238 4.208352 4.532385 -0.1203 0.5509 -0.7006 -0.4172
C -0.956721 4.247226 2.239766 0.4190 -0.0889 -0.2549 0.3342
O -0.769522 5.299379 2.810252 -0.4365 -0.4231 -0.4417 -0.5805
H 0.583662 6.309247 0.483338 0.5363 -0.7420 -0.3037 0.3756
H 2.234362 4.506547 1.841303 -0.9414 0.0617 -0.5469 0.3168
H 2.054190 3.496466 0.387260 -0.6220 0.5320 0.6694 0.0860
H 1.368496 0.938252 3.083454 0.3158 0.1591 -0.8204 0.3735
H 2.917369 1.315242 2.222269 -0.6657 -0.3108 -0.4419 0.5191
H 1.031893 -1.138027 1.599110 0.8407 0.3519 0.6686 -0.2970
H 4.016091 -1.183145 0.911012 -0.6885 1.2466 -0.4620 0.2572
H 2.520019 -1.628230 -0.087938 0.7750 0.6280 0.2595 0.1614
H 3.097151 0.069056 0.039045 -0.6472 -0.6383 0.6949 0.3807
H 3.185833 -0.831444 3.455325 -0.1444 -0.3126 -0.1564 0.4045
H -4.599275 1.957513 2.521706 0.9112 -0.3045 -0.4454 0.3988
H -3.651206 0.451673 2.512114 0.0945 0.7078 -0.8221 0.3100
H -4.574515 2.262377 0.128247 0.0799 -0.9751 0.3224 0.3549
H -5.194391 0.578469 0.477516 0.6959 0.5669 0.0892 0.4390
H -2.163126 1.004862 -0.276785 -0.8192 -0.1055 -0.0231 -0.1213
H -3.454865 1.095881 -1.512747 0.3030 -0.3086 0.9181 0.3711
H -4.217018 -1.277892 -0.348026 0.6897 0.0541 -0.5390 0.4445
H -3.000392 -1.098047 -1.754213 -0.5860 -0.0654 0.9596 0.0579
H -1.922664 -2.679969 -0.309785 -0.1032 1.0639 -0.0201 0.3374
H -1.119081 -1.164267 0.180402 -1.0191 -0.0926 0.1206 0.1434
H -3.390475 -2.609061 1.528921 0.4611 -0.0104 -0.0468 0.2177
H -1.899797 -2.110344 2.154113 -0.4944 -0.1689 0.0258 0.1791
C -0.615025 1.731248 -4.943861 0.0337 0.0362 -0.0185 -1.0633
C -0.670615 0.396145 -5.678839 0.1167 0.3194 -0.0344 -0.4201
C -1.553368 -0.636223 -4.971686 0.4198 0.0186 0.3122 -0.4179
C -1.025459 -0.912729 -3.613473 -0.1363 -0.1922 0.0462 0.2261
N -0.614015 -1.127692 -2.558257 -0.0724 0.1639 -0.6516 -0.3899
H -0.174370 1.625177 -3.950331 -0.0679 -0.0371 -0.0125 0.2769
H -0.000399 2.443637 -5.496583 -0.0629 -0.0068 0.0166 0.3335
H -1.614386 2.159788 -4.832870 0.0500 0.0030 0.0163 0.2938
H 0.344829 0.004857 -5.782165 -0.0942 -0.0885 -0.0168 0.2941
H -1.055399 0.560777 -6.688213 -0.0293 -0.1276 0.0359 0.3121
H -1.572853 -1.567690 -5.540080 -0.0383 -0.0274 0.1344 0.3239
H -2.578921 -0.269983 -4.886961 0.0334 -0.0350 0.0862 0.2849
C 3.073094 -6.290690 -0.273074 -0.0275 -0.0244 -0.0518 -1.0637
C 4.549952 -5.922102 -0.365455 -0.2111 -0.1841 -0.1429 -0.4257
C 5.043921 -5.132597 0.850315 -0.2511 0.4236 -0.3109 -0.5192
C 4.288186 -3.860853 0.974370 0.2430 0.1178 0.1639 0.1492
N 3.702565 -2.866420 1.071039 1.0676 -5.9261 1.3007 -0.2818
H 2.438206 -5.402844 -0.243856 0.0513 -0.0126 0.0620 0.2976
H 2.772581 -6.875574 -1.144149 0.0099 -0.0096 0.0601 0.3195
H 2.872796 -6.886203 0.621204 -0.0193 0.0325 -0.0355 0.2934
H 4.714394 -5.339518 -1.275769 0.0923 0.0084 0.0860 0.2991
H 5.140240 -6.837041 -0.458876 0.0742 0.0909 0.0492 0.3072
H 6.106500 -4.905136 0.744042 -0.0528 0.0618 0.0838 0.2723
H 4.912195 -5.714452 1.764828 -0.0372 0.0939 0.0056 0.2754
```
Forces are in eV/Å.

SMILES: [H]/N=C\CC1=C(OC[C@@H](C)O)C(=O)C(CCCCCN)=C(N=C=O)C1=O.CCCC#N.CCCC#N
E_LUMO: -0.76 eV
E_HOMO: -8.52 eV
frontier orbital gap: 7.8 eV
total charge: 0

---

no.,F_max (eV Å⁻¹)
1,2.87
2,0.62
3,6.16